## 1
Below is a 2-piece molecular cluster, C4H12 overall, with properties calculated with ωB97M-V/def2-TZVPD.

The geometry in ORCA input format:
```
! RIJCOSX wB97M-V def2-TZVPD def2/J DEFGRID3
* xyz -1 2
C 2.181 -1.075 -0.030
C 1.301 -1.346 -1.304
H 2.969 -0.375 -0.276
H 1.619 -1.000 0.894
H 2.696 -2.053 0.067
H 0.271 -1.320 -0.893
H 1.363 -0.554 -2.038
H 1.409 -2.319 -1.743
C -1.161 1.476 0.184
C -2.305 1.101 1.170
H -0.347 0.910 0.649
H -1.329 1.151 -0.864
H -1.002 2.565 0.086
H -2.295 0.023 1.367
H -3.325 1.101 0.682
H -2.043 1.715 2.049
*
```

HOMO energy (alpha / beta) ... 1.53 / -7.33 eV
Gap between HOMO and LUMO (alpha / beta) ... 2.81 / 11.74 eV

=====

## 2
Below is a 2-piece molecular cluster, C4H12 overall, with properties calculated with ωB97M-V/def2-TZVPD.

The geometry in ORCA input format:
```
! RIJCOSX wB97M-V def2-TZVPD def2/J DEFGRID3
* xyz -1 2
C 2.077 0.051 1.962
C 0.492 0.538 1.841
H 2.261 -0.762 1.242
H 2.820 0.758 2.125
H 2.053 -0.627 2.769
H -0.125 0.062 1.081
H 0.340 1.610 1.878
H -0.132 0.563 2.778
C -0.814 -0.902 -1.865
C -1.697 0.342 -1.985
H 0.252 -0.668 -2.032
H -0.919 -1.269 -0.925
H -1.119 -1.755 -2.564
H -2.797 0.024 -2.399
H -1.735 0.831 -1.008
H -1.249 1.055 -2.662
*
```

HOMO energy (alpha / beta) ... 1.55 / -7.13 eV
Gap between HOMO and LUMO (alpha / beta) ... 2.85 / 11.62 eV

=====

Which structure wins on stability? 1 wins.

=====

## 1
Below is a 2-piece molecular cluster, C4H12 overall, with properties calculated with ωB97M-V/def2-TZVPD.

The geometry in ORCA input format:
```
! RIJCOSX wB97M-V def2-TZVPD def2/J DEFGRID3
* xyz -1 2
C -0.158 1.237 1.102
C 1.021 1.891 1.912
H -0.969 1.924 1.059
H 0.180 0.918 0.078
H -0.551 0.310 1.625
H 1.389 1.264 2.619
H 0.684 2.798 2.511
H 1.699 2.352 1.160
C -0.249 -0.942 -1.939
C -0.623 -2.218 -1.069
H 0.703 -0.933 -2.356
H -0.967 -0.814 -2.724
H -0.312 -0.023 -1.278
H 0.096 -2.260 -0.194
H -1.645 -2.253 -0.988
H -0.250 -3.090 -1.549
*
```

HOMO energy (alpha / beta) ... 1.62 / -7.47 eV
Gap between HOMO and LUMO (alpha / beta) ... 2.68 / 11.97 eV

=====

## 2
Below is a 2-piece molecular cluster, C4H12 overall, with properties calculated with ωB97M-V/def2-TZVPD.

The geometry in ORCA input format:
```
! RIJCOSX wB97M-V def2-TZVPD def2/J DEFGRID3
* xyz -1 2
C -0.203 1.017 2.085
C 0.162 1.385 0.654
H -0.857 1.771 2.537
H -0.610 0.013 2.140
H 0.668 1.253 2.713
H 1.049 0.818 0.345
H 0.645 2.365 0.552
H -0.650 1.322 -0.058
C -0.145 -1.612 -0.694
C 0.001 -0.907 -2.036
H -0.225 -2.696 -0.768
H 0.756 -1.331 -0.142
H -0.974 -1.266 -0.085
H -0.509 -1.340 -2.897
H -0.159 0.163 -1.985
H 1.053 -0.955 -2.362
*
```

HOMO energy (alpha / beta) ... 1.56 / -7.48 eV
Gap between HOMO and LUMO (alpha / beta) ... 2.79 / 12.05 eV

=====

## 3
Below is a 2-piece molecular cluster, C4H12 overall, with properties calculated with ωB97M-V/def2-TZVPD.

The geometry in ORCA input format:
```
! RIJCOSX wB97M-V def2-TZVPD def2/J DEFGRID3
* xyz -1 2
C 1.835 -1.231 1.027
C 1.056 -0.822 2.334
H 2.613 -0.479 0.847
H 2.320 -2.234 1.139
H 1.111 -1.178 0.241
H 0.620 0.092 2.130
H 1.752 -0.701 3.304
H 0.394 -1.675 2.651
C -0.649 1.136 -1.740
C -2.189 0.996 -1.668
H -0.417 2.212 -1.544
H -0.233 0.321 -1.064
H -0.442 0.809 -2.819
H -2.672 1.929 -1.490
H -2.585 0.373 -0.775
H -2.512 0.451 -2.575
*
```

HOMO energy (alpha / beta) ... 1.51 / -7.51 eV
Gap between HOMO and LUMO (alpha / beta) ... 2.85 / 12.01 eV

=====

Which structure wins on stability? 2 wins.

=====

## 1
Below is a 2-piece molecular cluster, C5H12N2O3 overall, with properties calculated with ωB97M-V/def2-TZVPD.

The geometry in ORCA input format:
```
! RIJCOSX wB97M-V def2-TZVPD def2/J DEFGRID3
* xyz 0 1
C 0.165 -0.135 -4.573
N 0.605 -0.455 -3.189
C 0.393 0.316 -2.153
O -0.071 1.422 -2.166
C 0.944 -0.272 -0.833
N 0.420 0.386 0.355
C -0.832 0.283 0.759
C -1.218 0.930 2.064
O -1.729 -0.339 0.134
H -0.833 0.334 -4.608
H 0.125 -1.088 -5.126
H 0.886 0.533 -5.075
H 1.030 -1.358 -2.964
H 0.619 -1.328 -0.770
H 2.049 -0.255 -0.769
H 1.066 1.088 0.724
H -2.293 0.813 2.280
H -0.980 2.007 2.038
H -0.642 0.463 2.880
O 0.037 -0.842 7.285
H -0.210 -0.781 6.334
H 0.470 -1.721 7.373
*
```

SMILES ... CNC(=O)CNC(C)=O.O
HOMO energy ... -9.45 eV
Gap between HOMO and LUMO ... 9.99 eV

=====

## 2
Below is a 2-piece molecular cluster, C5H12N2O3 overall, with properties calculated with ωB97M-V/def2-TZVPD.

The geometry in ORCA input format:
```
! RIJCOSX wB97M-V def2-TZVPD def2/J DEFGRID3
* xyz 0 1
C -2.306 0.182 1.106
C -0.984 0.132 0.379
O -0.914 0.209 -0.832
N 0.216 0.576 1.266
C 1.426 1.126 0.833
O 2.133 0.528 0.020
N 1.814 2.253 1.461
C 3.178 2.727 1.320
C 0.936 3.038 2.313
H -2.857 1.078 0.809
H -2.895 -0.714 0.865
H -2.134 0.191 2.191
H -0.016 0.625 2.250
H 3.547 3.071 2.295
H 3.816 1.915 0.962
H 3.226 3.565 0.608
H 1.393 4.022 2.464
H -0.041 3.186 1.838
H 0.791 2.565 3.297
O 0.023 -2.375 0.913
H 0.536 -1.508 1.354
H -0.559 -2.717 1.598
*
```

SMILES ... CC(=O)NC(=O)N(C)C.O
HOMO energy ... -9.45 eV
Gap between HOMO and LUMO ... 9.80 eV

=====

Which structure wins on stability? 1 wins.

=====

## 1
Below is C51H54BrCl5Ge2O3S4Ti as an isolated structure, with properties calculated with ωB97M-V/def2-TZVPD.

The geometry in ORCA input format:
```
! RIJCOSX wB97M-V def2-TZVPD def2/J DEFGRID3
* xyz -2 3
Ti 2.311 0.705 -2.527
Cl 2.170 5.880 -2.698
C 0.404 6.069 -2.342
Cl -0.485 4.689 -2.965
H 0.049 6.988 -2.814
H 0.333 6.081 -1.273
C -4.446 4.185 2.917
C -3.159 3.434 3.140
C -3.215 2.108 3.574
C -2.050 1.394 3.843
C -2.130 -0.032 4.284
C -0.829 1.997 3.642
C -0.735 3.319 3.151
C 0.602 3.938 2.940
C -1.916 4.027 2.912
C 0.441 1.268 3.970
C 0.788 1.270 5.292
C 2.030 0.787 5.680
C 2.898 0.226 4.758
C 2.543 0.197 3.423
C 1.288 0.687 3.001
Ge 0.851 0.662 1.069
S 1.999 2.022 -0.267
S -1.357 0.980 0.675
Ge -0.816 -0.475 -1.002
S -0.104 0.443 -2.852
S 0.887 -1.451 0.145
C -2.326 -1.676 -1.264
C -3.613 -1.109 -1.361
C -4.708 -1.940 -1.346
C -4.580 -3.318 -1.346
C -3.342 -3.906 -1.313
C -2.202 -3.067 -1.259
C -0.866 -3.731 -1.294
C -0.068 -3.724 -2.452
C -0.596 -3.211 -3.748
C 1.212 -4.274 -2.394
C 1.691 -4.912 -1.228
C 3.084 -5.467 -1.139
C 0.811 -5.039 -0.141
C -0.453 -4.448 -0.163
C -1.280 -4.547 1.111
C -3.789 0.355 -1.537
C -4.288 1.161 -0.512
C -4.765 0.495 0.789
C -4.376 2.532 -0.667
C -3.940 3.158 -1.815
C -3.969 4.654 -1.944
C -3.584 2.374 -2.905
C -3.474 0.971 -2.775
C -3.276 0.096 -4.015
C 3.513 -0.343 2.428
C 3.484 -1.718 2.219
C 2.613 -2.635 3.090
C 4.302 -2.255 1.220
C 5.222 -1.475 0.500
C 5.999 -2.107 -0.613
C 5.243 -0.114 0.798
C 4.399 0.502 1.729
C 4.489 1.980 1.998
H -5.307 3.492 2.854
H -4.451 4.726 1.978
H -4.592 4.902 3.719
H -4.223 1.679 3.751
H -3.163 -0.233 4.593
H -1.522 -0.235 5.197
H -1.831 -0.687 3.459
H 1.174 3.954 3.837
H 0.535 4.976 2.556
H 1.189 3.388 2.210
H -1.925 5.031 2.447
H 0.118 1.687 6.040
H 2.357 0.879 6.678
H 3.875 -0.163 5.070
H -5.671 -1.467 -1.337
H -5.462 -3.926 -1.286
H -3.245 -4.973 -1.277
H -1.698 -3.301 -3.775
H -0.236 -3.877 -4.529
H -0.323 -2.190 -3.993
H 1.861 -4.188 -3.275
H 3.842 -4.705 -1.358
H 3.248 -6.271 -1.881
H 3.252 -5.857 -0.127
H 1.103 -5.557 0.769
H -0.679 -5.048 1.841
H -2.237 -5.044 0.925
H -1.452 -3.552 1.504
H -4.016 -0.097 1.247
H -5.634 -0.138 0.593
H -5.048 1.236 1.509
H -4.759 3.113 0.177
H -4.052 5.130 -0.940
H -4.828 4.995 -2.541
H -3.077 5.055 -2.435
H -3.314 2.819 -3.852
H -3.019 0.702 -4.885
H -4.217 -0.460 -4.184
H -2.477 -0.621 -3.879
H 1.586 -2.207 3.239
H 3.030 -2.726 4.111
H 2.602 -3.661 2.710
H 4.240 -3.316 1.035
H 5.927 -3.202 -0.658
H 7.046 -1.818 -0.637
H 5.572 -1.701 -1.557
H 5.885 0.512 0.228
H 4.966 2.520 1.195
H 5.031 2.168 2.902
H 3.497 2.423 2.185
O 2.806 -1.297 -2.525
H 3.322 -1.813 -3.236
H 2.262 -1.897 -1.971
Br 4.588 2.077 -2.348
Cl 4.867 0.185 -5.634
C 3.645 1.081 -6.292
Cl 3.964 1.696 -7.839
Cl 3.801 -3.315 -4.624
C 2.437 1.442 -5.573
O 1.561 2.104 -6.049
O 2.352 0.909 -4.386
*
```

HOMO energy (alpha / beta) ... -2.78 / -2.98 eV
Gap between HOMO and LUMO (alpha / beta) ... 6.49 / 6.70 eV

=====

## 2
Below is C51H54BrCl5Ge2O3S4Ti as an isolated structure, with properties calculated with ωB97M-V/def2-TZVPD.

The geometry in ORCA input format:
```
! RIJCOSX wB97M-V def2-TZVPD def2/J DEFGRID3
* xyz -2 3
Ti 2.314 0.705 -2.527
Cl 2.164 5.882 -2.696
C 0.398 6.073 -2.339
Cl -0.478 4.696 -2.965
H 0.032 6.966 -2.800
H 0.312 6.067 -1.239
C -4.451 4.178 2.914
C -3.162 3.436 3.137
C -3.215 2.108 3.568
C -2.050 1.393 3.837
C -2.130 -0.028 4.285
C -0.825 1.997 3.646
C -0.736 3.323 3.150
C 0.603 3.938 2.939
C -1.912 4.032 2.905
C 0.441 1.281 3.955
C 0.782 1.268 5.298
C 2.024 0.781 5.667
C 2.909 0.225 4.749
C 2.541 0.199 3.411
C 1.282 0.686 2.996
Ge 0.850 0.661 1.070
S 1.995 2.017 -0.270
S -1.348 0.979 0.681
Ge -0.816 -0.477 -1.005
S -0.100 0.439 -2.849
S 0.894 -1.455 0.148
C -2.320 -1.677 -1.263
C -3.603 -1.109 -1.368
C -4.711 -1.940 -1.353
C -4.581 -3.317 -1.330
C -3.344 -3.910 -1.311
C -2.203 -3.077 -1.258
C -0.859 -3.736 -1.299
C -0.064 -3.720 -2.456
C -0.593 -3.219 -3.750
C 1.222 -4.272 -2.399
C 1.694 -4.911 -1.231
C 3.087 -5.471 -1.136
C 0.812 -5.047 -0.146
C -0.452 -4.449 -0.168
C -1.278 -4.545 1.098
C -3.785 0.360 -1.531
C -4.294 1.164 -0.500
C -4.762 0.498 0.790
C -4.378 2.539 -0.659
C -3.941 3.161 -1.807
C -3.973 4.660 -1.946
C -3.578 2.371 -2.898
C -3.472 0.976 -2.778
C -3.277 0.102 -4.010
C 3.521 -0.345 2.427
C 3.488 -1.726 2.219
C 2.613 -2.635 3.094
C 4.302 -2.259 1.228
C 5.214 -1.474 0.502
C 5.996 -2.115 -0.606
C 5.241 -0.127 0.797
C 4.402 0.497 1.719
C 4.491 1.971 1.990
H -5.304 3.529 2.882
H -4.456 4.700 1.997
H -4.596 4.910 3.715
H -4.228 1.692 3.743
H -3.176 -0.195 4.562
H -1.536 -0.216 5.166
H -1.823 -0.685 3.439
H 1.183 3.963 3.853
H 0.540 4.964 2.560
H 1.171 3.404 2.188
H -1.928 5.019 2.449
H 0.121 1.730 6.046
H 2.335 0.872 6.687
H 3.853 -0.169 5.051
H -5.687 -1.471 -1.347
H -5.459 -3.922 -1.271
H -3.235 -5.008 -1.250
H -1.725 -3.292 -3.771
H -0.233 -3.882 -4.527
H -0.289 -2.185 -4.007
H 1.845 -4.202 -3.261
H 3.830 -4.715 -1.363
H 3.227 -6.249 -1.863
H 3.270 -5.847 -0.133
H 1.114 -5.573 0.760
H -0.666 -5.056 1.858
H -2.244 -5.048 0.910
H -1.454 -3.549 1.528
H -4.000 -0.105 1.230
H -5.657 -0.124 0.621
H -5.010 1.251 1.523
H -4.751 3.126 0.150
H -4.041 5.150 -0.945
H -4.837 5.006 -2.524
H -3.079 5.059 -2.462
H -3.302 2.783 -3.852
H -3.023 0.663 -4.863
H -4.218 -0.453 -4.180
H -2.467 -0.595 -3.900
H 1.608 -2.214 3.220
H 3.023 -2.763 4.114
H 2.620 -3.654 2.714
H 4.253 -3.298 1.038
H 5.914 -3.194 -0.684
H 7.031 -1.821 -0.629
H 5.572 -1.730 -1.536
H 5.902 0.515 0.234
H 4.952 2.544 1.188
H 5.045 2.167 2.900
H 3.501 2.426 2.168
O 2.806 -1.290 -2.518
H 3.317 -1.864 -3.219
H 2.251 -1.857 -1.985
Br 4.585 2.074 -2.352
Cl 4.857 0.176 -5.632
C 3.642 1.082 -6.288
Cl 3.966 1.705 -7.841
Cl 3.821 -3.320 -4.615
C 2.428 1.446 -5.574
O 1.562 2.101 -6.044
O 2.345 0.898 -4.383
*
```

HOMO energy (alpha / beta) ... -2.75 / -2.97 eV
Gap between HOMO and LUMO (alpha / beta) ... 6.47 / 6.69 eV

=====

Which structure wins on stability? 1 wins.